No. 1
Density functional theory data (ωB97M-V/def2-TZVPD) for 9 unconnected molecules or ions with the total composition C22H50Br4O6 at a distorted geometry.

HOMO-LUMO gap, eV: 9.2
DFT total energy, Ha: -11615.55797
2S+1: 1
SMILES: c1ccccc1.BrCCBr.BrCCBr.CCO.CCO.CCO.CCO.CCO.CCO
Energy relative to the best compared isomer or geometry (same formula, charge and spin), kcal/mol: 87.88

```
82
Properties=species:S:1:pos:R:3:forces:R:3:mulliken_charge:R:1
C -24.994 15.827 -2.743 -0.3 -0.2 1.1 -0.436
C -25.501 15.205 -1.605 0.2 0.4 0.3 -0.460
C -25.200 13.874 -1.332 -0.8 0.7 0.1 -0.624
C -24.436 13.147 -2.209 -0.3 -0.4 0.9 0.011
C -24.032 13.741 -3.372 0.7 -0.5 -1.5 -0.312
C -24.302 15.060 -3.640 -0.2 0.8 -0.5 -0.560
H -25.102 16.891 -2.899 -0.3 0.0 -0.1 0.395
H -26.072 15.811 -0.917 -0.2 -0.1 0.2 0.342
H -25.632 13.348 -0.494 0.0 0.3 0.3 0.399
H -24.261 12.136 -1.874 0.3 -0.3 -0.8 0.486
H -23.537 13.196 -4.162 0.2 -0.3 0.1 0.381
H -24.076 15.562 -4.569 0.5 -0.4 -0.2 0.377
Br -18.331 8.596 -4.373 -0.7 0.0 -0.4 -0.165
C -19.683 8.059 -5.705 -0.7 -0.3 -0.7 0.065
C -19.282 6.739 -6.331 0.6 0.4 -0.6 -0.478
Br -20.295 6.401 -7.998 0.3 0.0 0.6 -0.185
H -19.803 8.915 -6.369 0.4 -0.3 -0.2 0.494
H -20.695 7.828 -5.371 0.1 0.7 1.2 -0.384
H -19.514 5.936 -5.631 0.2 0.0 -0.3 0.189
H -18.238 6.761 -6.643 -0.1 -0.3 0.1 0.451
Br -18.546 3.258 -0.932 0.6 1.1 -1.2 -0.180
C -17.864 4.657 -2.271 -0.2 -1.0 0.1 -0.749
C -18.378 6.032 -1.955 0.1 -0.6 -0.4 -0.359
Br -20.223 6.114 -2.711 0.6 0.0 0.9 -0.007
H -18.194 4.368 -3.269 -0.2 -0.3 0.3 0.338
H -16.776 4.601 -2.314 0.0 0.0 0.6 0.471
H -17.795 6.746 -2.535 -0.2 0.1 0.1 0.066
H -18.271 6.229 -0.888 -0.7 0.3 -0.1 0.427
C -17.521 10.318 -0.155 -0.9 -0.2 -1.4 -0.156
C -16.632 10.614 1.006 0.8 -1.3 -0.5 -0.334
O -16.049 11.853 0.817 0.1 2.3 0.9 -0.538
H -17.681 9.268 -0.400 -0.1 -0.2 0.4 0.131
H -17.095 10.736 -1.068 0.4 0.0 0.0 0.288
H -18.494 10.810 -0.151 -0.1 0.0 0.5 -0.212
H -15.796 9.914 1.035 -0.2 -0.7 0.1 0.287
H -17.137 10.518 1.967 0.0 0.5 0.0 0.282
H -15.347 11.849 0.163 -0.2 -0.4 0.0 0.301
C -23.839 5.030 -6.280 0.7 -0.2 -0.3 -1.286
C -23.715 5.344 -4.791 -0.3 -2.2 -2.1 0.353
O -25.026 5.641 -4.428 -0.6 1.3 0.9 -0.638
H -24.390 5.898 -6.641 0.1 -0.3 -0.7 0.211
H -24.348 4.096 -6.518 -0.8 0.2 0.6 0.387
H -22.936 4.813 -6.850 0.5 0.9 0.2 0.263
H -23.029 6.168 -4.597 0.3 -0.1 0.2 -0.236
H -23.592 4.422 -4.222 1.6 -0.1 0.0 0.490
H -24.774 5.831 -3.522 -1.5 0.7 0.8 0.369
C -26.508 6.666 -1.541 -0.1 1.6 0.4 -1.062
C -25.075 7.104 -1.041 -1.9 -1.8 2.1 -0.164
O -24.122 6.492 -1.833 2.0 0.5 -2.5 -0.563
H -27.096 7.566 -1.721 0.1 0.3 -0.2 0.333
H -27.189 6.159 -0.859 0.7 -0.6 0.2 0.308
H -26.473 6.187 -2.519 0.2 -0.3 0.3 0.256
H -24.761 6.753 -0.057 -1.1 -0.2 0.7 0.544
H -24.965 8.178 -0.892 0.3 0.0 -1.2 0.167
H -23.922 5.568 -1.662 -0.3 0.1 0.7 0.284
C -23.271 8.662 -7.680 0.7 -1.1 0.0 -0.895
C -23.367 9.054 -6.231 0.5 -2.0 -0.2 0.954
O -22.695 10.234 -6.035 0.3 2.0 0.2 -0.589
H -23.457 9.498 -8.354 -0.5 -0.4 -0.1 0.341
H -23.819 7.725 -7.777 -1.1 0.5 -0.6 0.276
H -22.318 8.203 -7.941 0.6 0.9 0.2 0.038
H -22.816 8.322 -5.641 -0.2 -0.7 0.1 -0.699
H -24.402 8.942 -5.910 -0.2 0.9 0.3 0.289
H -22.544 10.363 -5.095 -0.2 0.1 0.2 0.294
C -22.105 13.525 0.869 0.5 -0.2 -0.2 -0.888
C -20.840 13.237 0.039 -0.8 0.2 -0.2 0.417
O -19.910 14.270 0.182 0.8 0.5 0.0 -0.574
H -22.423 14.554 0.702 -0.1 -0.1 -0.7 0.266
H -21.984 13.540 1.952 0.3 -0.7 0.1 0.351
H -22.865 12.819 0.537 -0.3 0.1 0.4 0.164
H -21.145 13.206 -1.007 -0.1 0.4 -0.2 0.038
H -20.346 12.270 0.129 -0.2 -0.3 0.8 -0.111
H -19.311 14.048 0.899 0.1 0.1 0.0 0.343
C -22.084 10.358 -1.598 1.6 -1.0 0.7 -1.221
C -22.165 9.098 -2.512 -2.0 1.3 0.7 0.673
O -23.593 9.031 -2.865 1.4 0.0 -0.4 -0.441
H -21.201 10.237 -0.971 0.7 0.1 -0.3 0.309
H -22.791 10.445 -0.772 -0.9 -0.3 -0.6 0.281
H -21.971 11.330 -2.080 -0.3 -0.3 -0.4 0.213
H -21.842 8.157 -2.068 -0.3 0.3 0.6 0.095
H -21.503 9.196 -3.372 -0.2 0.3 -0.4 -0.032
H -23.848 8.107 -2.809 0.1 -0.2 -0.2 0.050
```
Positions in Å, forces in eV/Å.

***

No. 2
Density functional theory data (ωB97M-V/def2-TZVPD) for a molecular structure, C40H45BCl3N9OPtS3.

Net charge: +2
HOMO-LUMO gap (spin up / spin down), eV: 8.3 / 4.5
DFT total energy, Ha: -4838.14695
2S+1: 5
Energy relative to the best compared isomer or geometry (same formula, charge and spin), kcal/mol: 0.00

```
103
Properties=species:S:1:pos:R:3:forces:R:3:mulliken_charge:R:1
Pt -0.438 -1.834 -0.656 -0.1 -0.1 0.0 1.865
C -1.449 -3.825 -3.101 0.0 0.0 0.0 -1.034
N -0.677 -3.975 -1.855 -0.1 0.0 0.0 1.304
C 0.685 -4.475 -2.160 0.0 0.0 0.0 -1.033
C -1.314 -4.901 -0.945 0.0 0.0 0.0 0.319
C -1.823 -6.108 -1.373 0.0 0.0 0.0 -0.674
C -2.300 -7.045 -0.460 0.0 0.0 0.0 -0.836
C -2.224 -6.796 0.911 0.0 0.0 0.0 -1.077
C -1.721 -5.603 1.364 0.0 0.0 0.0 -0.864
C -1.308 -4.597 0.447 0.0 0.0 0.0 0.409
N -0.849 -3.392 0.830 0.0 0.0 0.0 0.550
C -0.783 -3.022 2.183 0.0 0.0 0.0 -0.278
C -1.906 -3.053 3.011 0.0 0.0 0.0 -0.046
C -1.834 -2.549 4.295 0.0 0.0 0.0 -0.993
C -0.636 -2.015 4.755 0.0 0.0 0.0 -0.925
C 0.489 -1.995 3.944 0.0 0.0 0.0 -0.114
C 0.440 -2.512 2.651 0.0 0.0 0.0 -0.524
N 1.547 -2.538 1.777 0.0 0.0 0.0 1.052
C 2.047 -3.873 1.426 0.0 0.0 0.0 -1.156
C 2.669 -1.686 2.143 0.0 0.0 0.0 -1.350
H -1.533 -4.768 -3.645 0.0 0.0 0.0 0.446
H -0.931 -3.119 -3.739 0.0 0.0 0.0 -0.134
H -2.448 -3.460 -2.866 0.0 0.0 0.0 0.465
H 0.634 -5.444 -2.665 0.0 0.0 0.0 0.385
H 1.243 -4.587 -1.232 0.0 0.0 0.0 0.116
H 1.196 -3.755 -2.794 0.0 0.0 0.0 0.242
H -1.828 -6.359 -2.424 0.0 0.0 0.0 0.432
H -2.690 -7.988 -0.818 0.0 0.0 0.0 0.437
H -2.545 -7.549 1.618 0.0 0.0 0.0 0.449
H -1.626 -5.424 2.425 0.0 0.0 0.0 0.549
H -2.843 -3.427 2.618 0.0 0.0 0.0 0.670
H -2.709 -2.561 4.931 0.0 0.0 0.0 0.460
H -0.571 -1.627 5.763 0.0 0.0 0.0 0.492
H 1.418 -1.605 4.337 0.0 0.0 0.0 0.516
H 2.622 -4.302 2.255 0.0 0.0 0.0 0.409
H 2.706 -3.787 0.561 0.0 0.0 0.0 0.405
H 1.236 -4.553 1.186 0.0 0.0 0.0 0.225
H 3.253 -2.105 2.971 0.0 0.0 0.0 0.370
H 2.323 -0.696 2.433 0.0 0.0 0.0 0.338
H 3.327 -1.589 1.279 0.0 0.0 0.0 0.346
C -4.478 -0.470 -3.590 0.0 0.0 0.0 -0.818
N -3.176 -0.657 -4.223 0.0 0.0 0.0 0.295
C -2.974 -0.774 -5.569 0.0 0.0 0.0 -0.575
C -1.628 -0.864 -5.757 0.0 0.0 0.0 -0.500
N -1.015 -0.804 -4.538 0.0 0.0 0.0 0.175
B 0.549 -1.010 -4.377 0.0 0.0 0.0 0.308
N 1.178 0.163 -3.576 0.0 0.0 0.0 0.598
C 1.411 1.409 -4.106 0.0 0.0 0.0 -0.928
C 2.145 2.118 -3.218 0.0 0.0 0.0 -0.479
N 2.349 1.299 -2.134 0.0 0.0 0.0 0.424
C 3.132 1.675 -0.964 0.0 0.0 0.0 -1.090
C 1.750 0.111 -2.365 0.0 0.0 0.0 -0.368
S 1.851 -1.247 -1.292 0.1 0.1 -0.1 -0.301
C -1.971 -0.683 -3.605 0.0 0.0 0.0 -0.357
S -1.787 -0.441 -1.906 0.0 0.0 0.0 -0.348
H -5.221 -1.026 -4.156 0.0 0.0 0.0 0.355
H -4.740 0.586 -3.578 0.0 0.0 0.0 0.331
H -4.443 -0.847 -2.573 0.0 0.0 0.0 0.308
H -3.788 -0.779 -6.272 0.0 0.0 0.0 0.510
H -1.059 -0.969 -6.663 0.0 0.0 0.0 0.528
H 0.989 -1.000 -5.491 0.0 0.0 0.0 -0.152
H 0.758 -2.028 -3.790 0.0 0.0 0.0 -0.407
H 1.066 1.676 -5.090 0.0 0.0 0.0 0.591
H 2.558 3.110 -3.266 0.0 0.0 0.0 0.507
H 3.831 2.452 -1.262 0.0 0.0 0.0 0.398
H 3.684 0.816 -0.596 0.0 0.0 0.0 0.473
H 2.485 2.077 -0.184 0.0 0.0 0.0 0.305
Cl 2.990 5.583 -2.274 0.0 0.0 0.0 -0.167
C 2.203 4.962 -0.860 0.0 0.0 0.0 0.215
C 2.865 5.004 0.359 0.0 0.0 0.0 -1.567
C 2.212 4.544 1.487 0.0 0.0 0.0 0.022
C 0.910 4.048 1.431 0.0 0.0 0.0 0.440
C 0.202 3.709 2.733 0.0 0.0 0.0 -0.702
C 0.472 2.271 3.191 0.0 0.0 0.0 -1.865
N -0.226 1.278 2.389 0.0 0.0 0.0 0.719
C -1.539 0.913 2.560 0.0 0.0 0.0 -0.962
C -1.810 -0.001 1.594 0.0 0.0 0.0 -1.105
N -0.677 -0.198 0.840 0.0 0.0 0.1 0.726
C 0.251 0.595 1.338 0.0 0.0 0.0 -0.971
O 0.659 4.493 3.805 0.0 0.0 0.0 -0.385
C 0.046 5.786 3.934 0.0 0.0 0.0 -1.316
C 0.470 6.765 2.884 0.0 0.0 0.0 0.473
C 1.664 7.423 2.898 0.0 -0.1 -0.1 0.547
Cl 2.891 7.264 4.083 0.0 0.0 0.0 -0.165
S 1.902 8.409 1.521 0.0 0.1 0.0 -0.166
C 0.367 7.972 0.900 0.0 0.0 0.0 -0.522
C -0.280 7.100 1.717 0.0 0.0 0.0 -0.486
C 0.302 3.977 0.184 0.0 0.0 0.0 1.312
Cl -1.318 3.355 0.017 0.0 0.0 0.0 -0.207
C 0.930 4.436 -0.967 0.0 0.0 0.0 -0.879
H 3.860 5.422 0.425 0.0 0.0 0.0 0.481
H 2.693 4.625 2.454 0.0 0.0 0.0 0.684
H -0.879 3.839 2.600 0.0 0.0 0.0 0.825
H 0.136 2.171 4.222 0.0 0.0 0.0 0.472
H 1.542 2.067 3.161 0.0 0.0 0.0 0.253
H -2.148 1.326 3.346 0.0 0.0 0.0 0.656
H -2.726 -0.531 1.399 0.0 0.0 0.0 0.629
H 1.260 0.675 0.971 0.0 0.0 0.0 0.660
H 0.348 6.129 4.921 0.0 0.0 0.0 0.564
H -1.042 5.669 3.923 0.0 0.0 0.0 0.352
H 0.016 8.404 -0.023 0.0 0.0 0.0 0.478
H -1.271 6.715 1.513 0.0 0.0 0.0 0.411
H 0.416 4.411 -1.917 0.0 0.0 0.0 0.552
```
Positions in Å, forces in eV/Å.

***

No. 3
Density functional theory data (ωB97M-V/def2-TZVPD) for 4 unconnected molecules or ions with the total composition C9H21Cl4O6P.

HOMO-LUMO gap, eV: 10.8
DFT total energy, Ha: -2989.17797
2S+1: 1
SMILES: COP(=O)(OC)OC.CCOC(C)=O.ClCCl.ClCCl
Energy relative to the best compared isomer or geometry (same formula, charge and spin), kcal/mol: 0.00

```
41
Properties=species:S:1:pos:R:3:forces:R:3:mulliken_charge:R:1
C -11.439 23.696 20.911 0.3 0.2 -0.3 -0.652
O -12.295 23.385 22.010 0.0 -0.1 0.1 -0.376
P -13.368 22.247 21.913 0.1 0.1 0.2 1.040
O -14.157 22.043 23.120 -0.2 -0.1 0.1 -0.717
O -12.484 21.011 21.452 0.1 0.1 -0.1 -0.208
C -13.114 19.817 21.000 0.0 -0.4 0.4 -0.513
O -14.204 22.658 20.625 0.1 0.0 -0.2 -0.284
C -15.558 22.248 20.460 -0.4 0.0 -0.1 -0.744
H -10.407 23.649 21.255 0.0 0.0 0.1 0.268
H -11.662 24.706 20.568 0.0 0.0 0.1 0.301
H -11.558 23.008 20.075 -0.1 -0.1 0.1 0.299
H -13.592 19.283 21.826 0.0 0.2 0.1 0.292
H -12.321 19.175 20.628 -0.1 0.1 -0.2 0.099
H -13.860 20.025 20.234 0.1 0.0 -0.2 0.297
H -16.211 23.121 20.479 0.1 0.0 0.1 0.262
H -15.864 21.561 21.248 0.0 0.0 0.0 0.360
H -15.668 21.782 19.480 0.1 -0.1 0.1 0.275
C -4.205 23.152 16.352 0.0 0.2 0.1 -1.135
C -4.942 22.509 17.505 0.0 0.0 -0.2 -0.223
O -6.345 22.498 17.173 0.1 0.1 -0.3 -0.297
C -7.104 21.614 17.825 -0.2 -0.3 0.4 0.714
C -8.552 21.698 17.415 0.4 0.0 0.1 -0.767
O -6.673 20.847 18.650 0.0 0.1 -0.1 -0.570
H -3.175 23.370 16.634 0.0 -0.1 0.0 0.374
H -4.669 24.099 16.072 0.0 0.0 0.0 0.306
H -4.192 22.493 15.485 0.0 0.0 0.0 0.289
H -4.593 21.488 17.652 -0.1 0.0 0.2 0.321
H -4.833 23.067 18.434 0.1 0.0 0.0 0.282
H -8.961 22.655 17.738 0.0 0.0 -0.1 0.259
H -9.087 20.882 17.887 -0.1 0.0 0.0 0.211
H -8.623 21.629 16.331 -0.1 0.1 0.0 0.239
Cl -10.073 19.125 15.519 0.0 0.0 -0.1 -0.128
C -10.802 17.882 16.540 0.1 0.2 0.1 -0.269
Cl -11.284 18.522 18.122 -0.1 0.0 0.0 -0.099
H -11.683 17.510 16.037 0.0 -0.1 0.0 0.190
H -10.058 17.118 16.721 0.0 -0.1 -0.1 0.300
Cl -9.488 15.340 12.866 -0.1 0.0 0.0 -0.150
C -11.179 15.478 12.356 0.2 0.2 0.1 -0.245
Cl -12.044 16.705 13.297 -0.1 -0.1 0.0 -0.134
H -11.196 15.804 11.325 0.0 -0.1 -0.1 0.265
H -11.647 14.513 12.493 -0.1 0.0 0.0 0.271
```
Positions in Å, forces in eV/Å.

***

Question: The highest DFT total energy belongs to which entry?
Answer: C9H21Cl4O6P

***

Question: What is the DFT total energy in the third record?
Answer: -2989.17797 Ha